The following is a DFT calculation (ωB97M-V/def2-TZVPD) of a 12-piece molecular cluster, C83H188N12O12 overall.

Summary:
* E_LUMO: 0.3 eV
* ΔE to the lowest compared entry with this formula, charge and spin: 29.5 kcal/mol
* HOMO-LUMO gap: 8.448 eV

Each line ends with the Mulliken charge.
CARTESIAN COORDINATES (ANGSTROEM)
1 C 0.00925 -3.02956 -6.35168  -1.777
2 C 1.06302 -2.90573 -5.20067  1.965
3 C 1.22968 -1.48259 -4.54109  0.034
4 C 0.61245 -3.99725 -4.13626  -1.730
5 C 1.71751 -4.24590 -3.08571  1.445
6 C 2.92617 -4.73592 -3.83231  -2.422
7 C 3.48596 -3.85626 -4.88559  2.090
8 C 4.27997 -2.70805 -4.10499  -1.308
9 C 4.51340 -4.57705 -5.84582  -2.035
10 N 2.39736 -3.44761 -5.76291  -0.008
11 O 2.92066 -2.50307 -6.71372  -0.458
12 H -0.03258 -4.10608 -6.55317  0.491
13 H -0.99898 -2.68138 -6.19846  0.109
14 H 0.38318 -2.57489 -7.24604  0.491
15 H 1.95403 -0.90503 -5.14078  0.334
16 H 0.28411 -0.96776 -4.48769  -0.117
17 H 1.54852 -1.59764 -3.52276  -1.244
18 H -0.30938 -3.63617 -3.67199  0.235
19 H 0.43312 -4.93337 -4.61464  0.862
20 H 1.91621 -3.34559 -2.49549  -0.960
21 H 1.38132 -5.00504 -2.40399  0.464
22 H 2.58550 -5.65617 -4.26238  0.458
23 H 3.72479 -5.04202 -3.19996  0.480
24 H 3.58713 -2.08816 -3.46546  0.141
25 H 4.65584 -1.97824 -4.85378  0.458
26 H 5.09485 -3.15430 -3.46466  0.368
27 H 4.00264 -5.31894 -6.45945  0.451
28 H 5.38623 -4.88624 -5.26980  0.404
29 H 4.88855 -3.80556 -6.57225  0.365
30 H 2.79432 -2.95111 -7.54641  0.386
31 C 2.84997 0.49102 -2.22690  0.991
32 C 4.15751 1.31129 -2.42409  1.226
33 C 4.94966 1.45696 -1.13797  -1.043
34 C 5.05792 0.55047 -3.51463  -1.605
35 C 4.59438 0.78778 -4.95677  0.287
36 C 4.37741 2.26966 -5.19886  -2.423
37 C 3.43660 2.97712 -4.21096  2.292
38 C 3.52001 4.49984 -4.40282  -1.699
39 C 1.94333 2.60752 -4.49211  -1.127
40 N 3.87701 2.68737 -2.84596  -0.258
41 O 3.04016 3.25457 -1.87814  0.733
42 H 2.30038 0.77809 -1.34487  0.408
43 H 2.14952 0.52372 -3.02732  -0.060
44 H 3.09905 -0.56880 -2.03671  -1.084
45 H 5.27417 0.55821 -0.63411  -0.194
46 H 5.91001 1.88745 -1.34857  0.957
47 H 4.45175 2.03577 -0.28568  -0.647
48 H 6.05127 1.06660 -3.50438  0.457
49 H 5.17207 -0.48259 -3.25895  0.517
50 H 5.17951 0.43703 -5.77988  0.780
51 H 3.63552 0.32461 -5.24292  -0.353
52 H 4.05111 2.38366 -6.22205  0.482
53 H 5.35719 2.75403 -5.24051  0.435
54 H 4.32056 5.06901 -3.87024  0.270
55 H 2.53586 4.87771 -4.05126  0.247
56 H 3.54573 4.74356 -5.44164  0.503
57 H 1.51701 3.44878 -5.11921  0.622
58 H 1.31638 2.62322 -3.55084  -0.227
59 H 1.80644 1.61858 -4.92826  -0.020
60 H 2.24539 2.72867 -1.85781  -0.517
61 C 1.35564 -0.53986 7.35097  -2.046
62 C -0.07814 -0.80806 6.80598  1.871
63 C -1.11184 -0.60541 7.95600  -2.017
64 C -0.27551 0.18899 5.53128  -1.329
65 C -1.54969 -0.23188 4.79113  -0.445
66 C -1.38225 -1.72785 4.34804  0.614
67 C -1.14361 -2.75173 5.43850  1.684
68 C -2.46620 -2.84395 6.22515  -1.753
69 C -0.86608 -4.08735 4.79916  -1.252
70 N 0.00059 -2.21519 6.24303  0.632
71 O 0.06500 -3.14332 7.39655  -0.618
72 H 1.52689 -1.06227 8.28858  0.402
73 H 2.05243 -0.84647 6.63076  0.319
74 H 1.40063 0.51587 7.46897  0.512
75 H -2.07499 -0.37560 7.59349  0.325
76 H -1.10205 -1.56347 8.40036  0.442
77 H -0.78093 0.13604 8.63003  0.528
78 H -0.43266 1.19830 5.84218  0.786
79 H 0.62028 0.10242 4.91581  -0.163
80 H -2.40438 -0.23626 5.49177  0.162
81 H -1.78587 0.43624 3.94318  0.065
82 H -0.60727 -1.80196 3.60798  -0.411
83 H -2.27260 -2.06983 3.79117  -0.290
84 H -2.46411 -3.48824 7.08939  0.242
85 H -3.19933 -3.31806 5.50339  0.396
86 H -2.92391 -1.88949 6.44083  0.380
87 H -0.50838 -4.71840 5.59368  0.672
88 H 0.06430 -3.96739 4.16473  -0.242
89 H -1.70003 -4.40231 4.20523  0.246
90 H 0.93884 -3.51697 7.34929  0.317
91 C -4.66862 -2.44016 -3.97287  -1.135
92 C -4.47354 -0.88004 -4.07350  2.084
93 C -2.86870 -0.82024 -4.09952  -0.997
94 C -4.97080 -0.35281 -5.32218  -1.062
95 C -6.47942 -0.21161 -5.40389  -0.984
96 C -6.90667 0.70047 -4.27642  -1.320
97 C -6.36249 0.35717 -2.86461  1.685
98 C -6.48467 1.53127 -1.95373  -1.654
99 C -7.18702 -0.85439 -2.24144  -1.416
100 N -4.92866 -0.02835 -2.97322  0.174
101 O -4.51691 -0.60601 -1.75115  1.616
102 H -4.48005 -2.74235 -4.98026  0.564
103 H -3.97048 -2.95571 -3.31103  -0.095
104 H -5.76696 -2.71877 -3.70870  0.124
105 H -2.48199 -0.77034 -3.12281  -0.769
106 H -2.46650 -1.69925 -4.62123  0.077
107 H -2.45760 0.10296 -4.59456  0.142
108 H -4.68206 0.70651 -5.34202  -0.066
109 H -4.41880 -0.76692 -6.15601  0.595
110 H -6.83600 0.24036 -6.30972  0.556
111 H -6.93037 -1.19295 -5.36902  0.400
112 H -8.01772 0.79762 -4.29552  0.375
113 H -6.58302 1.74417 -4.50408  0.281
114 H -5.86880 1.43441 -1.07612  -0.208
115 H -7.50379 1.73047 -1.57481  0.478
116 H -6.13175 2.46505 -2.43217  0.330
117 H -7.00141 -1.11874 -1.19419  -0.102
118 H -7.12218 -1.75549 -2.78087  0.440
119 H -8.21980 -0.44075 -2.36943  0.551
120 H -3.79400 -0.06798 -1.38716  -0.378
121 C 3.34942 -2.41127 4.58813  -1.566
122 C 3.30163 -3.07386 3.17616  1.794
123 C 3.23612 -4.56721 3.36414  -1.815
124 C 2.14822 -2.44522 2.34538  0.752
125 C 2.25265 -2.51425 0.86937  0.360
126 C 3.56614 -1.84571 0.53817  0.742
127 C 4.77294 -2.60496 1.10234  1.603
128 C 4.81172 -3.96825 0.48270  -1.568
129 C 6.01378 -1.79659 0.83660  -1.772
130 N 4.60814 -2.60222 2.56304  0.803
131 O 5.75549 -3.40953 3.11244  -0.597
132 H 4.19135 -2.78236 5.19273  0.540
133 H 3.46404 -1.37622 4.46639  0.336
134 H 2.43459 -2.59589 5.15921  -0.090
135 H 4.00854 -4.83593 4.08501  0.389
136 H 2.30847 -4.78231 3.78933  0.404
137 H 3.31956 -5.19283 2.47312  0.212
138 H 1.21142 -2.95388 2.75042  -1.234
139 H 2.00900 -1.46529 2.69711  -0.093
140 H 2.28407 -3.53432 0.53722  0.324
141 H 1.42895 -1.99082 0.44392  -0.110
142 H 3.56523 -0.80710 0.96545  -0.945
143 H 3.79646 -1.71349 -0.52546  -0.260
144 H 5.71808 -4.56838 0.85961  0.236
145 H 5.01828 -3.91955 -0.57610  0.347
146 H 3.89236 -4.58229 0.56054  0.187
147 H 6.91278 -2.39412 0.98401  0.493
148 H 6.12764 -0.83707 1.34914  0.048
149 H 5.97273 -1.50619 -0.24243  0.193
150 H 6.11014 -2.73072 3.68798  0.347
151 C 1.20989 5.36158 3.52183  -1.891
152 C 1.20806 6.07508 2.16830  2.002
153 C 0.10336 5.52225 1.26843  -0.633
154 C 0.97189 7.64769 2.48696  -1.276
155 C 1.29724 8.59720 1.37928  -0.571
156 C 2.69160 8.26786 0.84885  -1.515
157 C 2.90319 6.84833 0.50862  1.915
158 C 2.34023 6.60714 -0.88690  -1.395
159 C 4.41783 6.68454 0.31016  -1.714
160 N 2.56048 5.98940 1.63701  -0.069
161 O 2.66982 4.63653 1.25045  0.969
162 H 0.45121 5.66842 4.24497  0.384
163 H 1.10629 4.31165 3.27315  0.129
164 H 2.16748 5.50645 4.01975  0.492
165 H 0.60293 4.79580 0.62977  -0.127
166 H -0.64364 5.12112 1.92367  -0.705
167 H -0.34048 6.22199 0.61546  0.584
168 H -0.07571 7.86730 2.79527  0.162
169 H 1.59716 7.84160 3.38679  0.438
170 H 0.43240 8.58333 0.65254  0.289
171 H 1.17503 9.60069 1.69442  0.547
172 H 3.38230 8.49804 1.70723  0.364
173 H 3.04180 8.87026 -0.00312  0.338
174 H 3.06317 6.90943 -1.62605  0.592
175 H 1.37720 7.18407 -1.13542  0.159
176 H 2.30191 5.52873 -1.10536  -0.039
177 H 4.69377 7.42518 -0.39728  0.652
178 H 4.63628 5.73169 -0.24539  -0.255
179 H 5.01960 6.79473 1.21083  0.424
180 H 3.27884 4.22123 1.88105  -0.339
181 C -1.14107 -3.51519 0.75290  -0.361
182 C -1.65505 -4.83388 0.24665  2.989
183 C -1.62000 -4.98119 -1.29144  -0.715
184 C -0.75159 -5.89981 0.90405  -1.122
185 C -1.28130 -7.31703 0.64017  -0.901
186 C -2.73609 -7.44815 1.14674  -1.352
187 C -3.65321 -6.36409 0.63246  1.491
188 C -4.03904 -6.61241 -0.88396  -1.433
189 C -4.87673 -6.33995 1.57762  -1.610
190 N -2.99335 -5.04153 0.85852  0.756
191 O -3.88780 -4.12560 0.21004  -0.060
192 H -1.21782 -3.44573 1.84498  -0.025
193 H -0.13641 -3.32085 0.53267  -0.623
194 H -1.64533 -2.64967 0.30003  -0.692
195 H -0.68016 -4.55118 -1.57791  -0.414
196 H -1.73748 -6.00260 -1.60964  0.247
197 H -2.43517 -4.37566 -1.69103  -0.373
198 H 0.18981 -5.62844 0.38592  0.237
199 H -0.66807 -5.60423 1.93294  0.308
200 H -1.20236 -7.60634 -0.42699  0.355
201 H -0.58396 -8.06381 1.08488  0.444
202 H -2.85793 -7.55409 2.27166  0.345
203 H -3.21976 -8.35546 0.80451  0.512
204 H -4.90887 -7.35484 -0.91499  0.426
205 H -3.29008 -7.03360 -1.50826  0.444
206 H -4.49537 -5.64738 -1.26352  0.069
207 H -5.43723 -7.26080 1.71964  0.402
208 H -5.59174 -5.52882 1.21212  0.174
209 H -4.50783 -5.88480 2.49464  0.363
210 H -3.79334 -3.25471 0.66292  -0.229
211 C -0.95351 3.23836 -6.49126  -0.821
212 O -1.37139 3.98427 -5.38208  -0.444
213 C -2.06768 3.10757 -4.53142  0.273
214 C -2.57967 3.89181 -3.35461  0.342
215 C -1.53653 4.82770 -2.72854  -1.781
216 N -3.14853 2.97392 -2.35895  -0.063
217 H -1.90974 2.99461 -6.97659  0.373
218 H -0.48381 2.28452 -6.22891  0.209
219 H -0.21429 3.77302 -7.08199  0.329
220 H -2.94934 2.71114 -5.02437  0.386
221 H -1.49128 2.22251 -4.20973  -0.297
222 H -3.47748 4.46177 -3.79721  0.209
223 H -1.21056 5.39841 -3.55648  0.758
224 H -0.61866 4.28979 -2.42957  0.123
225 H -1.97920 5.38898 -1.90182  0.417
226 H -3.63064 3.52910 -1.70717  0.117
227 H -3.83203 2.33987 -2.84487  -0.427
228 C -2.44159 3.71572 3.48737  -0.734
229 O -2.33716 3.30174 2.21969  0.779
230 C -3.10290 4.08796 1.24527  0.062
231 C -4.57491 3.92020 1.51580  -0.035
232 C -5.06005 2.47011 1.61251  0.263
233 N -5.39215 4.65288 0.54065  -0.626
234 H -3.44312 3.60696 3.88422  0.399
235 H -2.05417 4.73543 3.67280  0.166
236 H -1.78000 2.98100 4.06401  -0.139
237 H -2.77497 5.19750 1.23448  0.708
238 H -2.86699 3.61072 0.27712  -0.870
239 H -4.81420 4.31666 2.50930  0.474
240 H -5.73289 2.31439 0.73652  0.262
241 H -5.61287 2.37041 2.58060  0.085
242 H -4.28147 1.68869 1.51260  -0.838
243 H -5.18320 5.64563 0.71534  0.331
244 H -6.34918 4.57953 0.86015  0.323
245 C 6.64752 0.41488 5.01265  -0.924
246 O 5.85860 1.13664 4.12790  -0.168
247 C 6.66840 1.95901 3.26297  -1.439
248 C 5.71644 2.71203 2.38036  3.454
249 C 6.43976 3.59945 1.37974  -1.513
250 N 4.72192 3.55083 3.08775  -0.560
251 H 7.32986 -0.40472 4.54964  0.242
252 H 6.06284 -0.23488 5.64451  0.276
253 H 7.30264 1.10408 5.51416  0.398
254 H 7.38223 2.70908 3.62523  0.480
255 H 7.29172 1.37651 2.62889  0.394
256 H 5.12534 1.96349 1.81212  -2.050
257 H 5.80678 4.03123 0.60672  -0.053
258 H 7.16611 3.01271 0.86144  0.559
259 H 6.96692 4.47739 1.87565  0.396
260 H 4.15355 3.13079 3.83975  0.206
261 H 5.18979 4.34872 3.47992  0.294
262 C 1.98785 1.58909 1.82996  0.518
263 O 1.33627 0.76637 0.89633  1.055
264 C 0.07815 1.41872 0.54690  -0.903
265 C -0.87399 0.35192 -0.06535  0.505
266 C -0.35945 -0.26332 -1.35094  0.109
267 N -2.20585 0.85678 -0.32497  1.577
268 H 1.66834 1.44274 2.88428  -0.110
269 H 1.87988 2.62003 1.42555  0.255
270 H 3.07828 1.40093 1.83442  -0.981
271 H -0.37045 1.84224 1.42704  0.982
272 H 0.34487 2.24745 -0.14636  -0.379
273 H -0.86648 -0.38824 0.72187  -0.817
274 H -0.36628 0.41010 -2.19220  0.116
275 H -1.02898 -1.07563 -1.60578  0.030
276 H 0.64279 -0.64114 -1.07273  -0.577
277 H -2.55073 1.50256 0.42722  -1.010
278 H -2.10979 1.52237 -1.10849  -0.522
279 C -6.64702 -0.15459 4.41212  -0.690
280 O -5.78590 -1.25206 4.46020  -0.487
281 C -4.82090 -1.35053 3.38474  -0.081
282 C -5.41640 -1.05092 2.00989  1.691
283 C -6.59772 -1.87370 1.78127  -1.441
284 N -4.30647 -1.31798 1.04272  1.509
285 H -7.35859 -0.11520 3.57037  0.252
286 H -6.05398 0.70812 4.50491  0.234
287 H -7.35737 -0.21569 5.24751  0.310
288 H -3.96784 -0.70240 3.57399  -0.340
289 H -4.42986 -2.39909 3.46128  -0.152
290 H -5.67054 0.05308 2.00968  -0.439
291 H -7.33901 -1.78353 2.58490  0.512
292 H -6.45630 -2.97756 1.61745  -0.218
293 H -7.09620 -1.59251 0.83196  0.372
294 H -3.65969 -0.55376 0.96753  -1.155
295 H -4.74324 -1.36681 0.11114  0.105